{"formula": "C5H12N3S", "method": "ωB97M-V/def2-TZVPD", "relative_energy_kj_mol": 305.5, "total_energy_ha": -759.81746, "total_charge": 1, "homo_lumo_gap_ha": 0.386, "elements": ["C", "C", "C", "C", "C", "N", "N", "N", "S", "H", "H", "H", "H", "H", "H", "H", "H", "H", "H", "H", "H"], "xyz": [[-1.20176, -0.92844, 2.24783], [-0.71473, -0.10794, -2.07849], [2.12400, -1.25384, 1.03669], [1.03947, 0.87840, 1.87602], [-2.02087, 1.31323, -3.86866], [0.20647, 0.01992, -1.37505], [-0.33429, -1.24206, 1.41638], [0.79175, -0.41706, 1.12302], [-1.96482, -0.31849, -3.04320], [-1.08022, -0.00406, 2.84495], [-1.91783, -1.68263, 2.44231], [2.21402, -1.40110, 2.15371], [1.74679, -2.16139, 0.57675], [2.85320, -0.72590, 0.41354], [0.92232, 0.71498, 2.99272], [2.14707, 1.00092, 1.76594], [0.39592, 1.62107, 1.50393], [-1.45075, 1.95781, -3.17773], [-3.05494, 1.67892, -4.18099], [-1.34958, 1.18712, -4.69567], [0.64876, -0.12948, 0.02599]], "forces_ev_per_angstrom": [[1.1, 1.8, 1.3], [3.1, 0.7, 2.3], [-3.2, 0.0, 1.9], [1.7, -2.6, 1.7], [0.3, 0.7, 0.3], [-1.0, -0.1, -1.2], [1.5, -1.4, -1.6], [0.9, 1.6, -1.6], [-2.9, -0.8, -1.7], [-0.7, -0.5, -0.1], [-1.0, -0.3, 0.2], [1.3, -0.2, -1.5], [0.5, -0.3, -0.1], [-0.1, -0.1, 0.7], [-0.2, 0.2, -1.3], [-1.2, 0.7, -0.2], [-0.5, 1.2, -0.4], [-0.9, 0.3, -0.3], [1.5, -0.8, 0.8], [-0.1, 0.1, -0.8], [-0.2, -0.4, 1.6]], "mulliken_charge": [-0.244, 0.445, -0.926, -0.977, -0.744, -0.540, -0.608, 0.462, -0.124, 0.241, 0.311, 0.390, 0.354, 0.370, 0.399, 0.338, 0.350, 0.268, 0.324, 0.310, 0.600]}


{"formula": "C5H12N4", "method": "ωB97M-V/def2-TZVPD", "relative_energy_kj_mol": 224.0, "total_energy_ha": -416.66013, "homo_lumo_gap_ha": 0.359, "elements": ["C", "C", "C", "N", "N", "N", "H", "H", "H", "H", "H", "H", "H", "C", "C", "N", "H", "H", "H", "H", "H"], "xyz": [[0.74443, 2.07660, -0.64935], [0.58613, -1.49034, -0.42912], [1.86691, 1.44272, -0.53730], [1.79009, -2.11090, -0.37246], [-0.01338, -1.04269, -1.44652], [2.84843, 0.76497, -0.30789], [2.38653, -2.06543, -1.18472], [2.25853, -2.20009, 0.51318], [0.51336, -1.13154, -2.31598], [3.67006, 0.82397, -0.88988], [-0.06000, 1.64839, -1.21772], [0.59282, 3.03498, -0.18754], [-1.48550, 1.55877, 1.16664], [-2.59343, -0.10501, 0.26998], [-1.88578, 0.55479, 1.39547], [-1.76554, -0.01770, 2.50775], [-1.25094, 0.49465, 3.21685], [0.06624, -1.43040, 0.52330], [-1.86680, -0.33407, -0.51576], [-3.05279, -1.02936, 0.60943], [-3.34943, 0.55766, -0.14833]], "forces_ev_per_angstrom": [[-0.6, 0.5, -0.1], [-0.1, -0.2, 0.3], [0.4, -0.2, 0.0], [0.4, -0.4, 0.0], [-0.3, 0.4, -0.7], [0.2, -0.2, 0.5], [0.0, 0.0, 0.1], [-0.1, 0.1, -0.1], [0.1, -0.1, 0.1], [0.0, 0.2, -0.3], [-0.1, -0.2, -0.1], [0.1, 0.2, 0.1], [0.0, -0.2, 0.2], [0.0, -0.1, -0.1], [0.0, 0.6, -0.3], [0.0, -0.6, 0.6], [0.1, 0.3, -0.2], [0.1, 0.0, 0.2], [-0.1, 0.0, -0.1], [-0.1, 0.0, 0.0], [-0.1, 0.1, -0.1]], "mulliken_charge": [-1.056, 0.108, 0.645, -0.420, -0.573, -0.459, 0.217, 0.228, 0.180, 0.259, 0.343, 0.284, 0.273, -0.989, 0.236, -0.633, 0.246, 0.236, 0.227, 0.295, 0.352]}


{"formula": "C5H12N4O", "method": "ωB97M-V/def2-TZVPD", "relative_energy_kj_mol": 843.8, "total_energy_ha": -491.06021, "total_charge": 2, "homo_lumo_gap_ha": [0.285, 0.285], "elements": ["C", "C", "C", "C", "C", "N", "N", "N", "N", "O", "H", "H", "H", "H", "H", "H", "H", "H", "H", "H", "H", "H"], "xyz": [[0.06724, 0.13199, 0.23164], [1.58591, -1.73013, -0.33572], [0.94942, 1.22800, 0.77835], [0.53273, 1.01814, -0.70292], [-1.74806, -1.16457, -0.58754], [2.66133, -1.61337, 0.26518], [1.04496, 1.53055, -1.81237], [-2.03536, 0.52420, 1.13725], [-1.14778, -0.48724, 0.58580], [2.22452, 0.84937, 1.19958], [0.39881, 1.96778, 1.20455], [-2.52600, -0.59651, -1.09358], [-1.03226, -1.23000, -1.27921], [-2.22449, -2.11903, -0.38947], [3.33146, -2.20317, 0.68354], [2.95046, -0.63853, 0.66179], [0.65773, 1.24191, -2.69182], [1.70555, 2.29239, -1.82793], [-2.68747, 0.03725, 1.71308], [-2.24790, 1.18820, 0.42281], [-0.78938, -1.08409, 1.23385], [2.97684, 1.42828, 1.29800]], "forces_ev_per_angstrom": [[2.9, 2.0, -1.8], [-0.2, -0.7, 0.1], [-0.1, -2.7, -2.8], [2.5, 0.7, 1.1], [-2.8, -0.5, 0.8], [-0.1, 2.9, 0.6], [-1.7, -1.1, 0.6], [2.2, -1.1, 1.4], [-2.1, 3.0, -2.8], [-0.2, -1.5, 0.4], [-0.6, 2.6, 1.8], [-0.1, 0.7, 0.7], [2.9, -0.9, -2.6], [0.4, -0.2, 0.5], [0.9, -2.2, -0.1], [-1.5, -0.2, -0.6], [0.0, 0.1, -0.5], [0.0, 0.1, 0.3], [-1.2, 0.4, 0.0], [-0.9, 0.1, -0.3], [-0.1, -2.7, 3.2], [-0.3, 1.4, 0.0]], "mulliken_charge": [-0.806, 0.165, -0.481, 0.767, -0.740, -0.021, -0.374, -0.562, 0.488, -0.573, 0.544, 0.330, 0.336, 0.385, 0.335, 0.332, 0.258, 0.255, 0.283, 0.285, 0.438, 0.356]}


{"formula": "C5H12N5O", "method": "ωB97M-V/def2-TZVPD", "relative_energy_kj_mol": 20.6, "total_energy_ha": -546.46155, "total_charge": 1, "homo_lumo_gap_ha": 0.330, "elements": ["C", "C", "C", "C", "C", "N", "N", "N", "N", "N", "O", "H", "H", "H", "H", "H", "H", "H", "H", "H", "H", "H", "H"], "xyz": [[1.15061, 0.22024, 0.53512], [1.33929, 0.25057, -0.86062], [0.00018, 1.97844, -0.30915], [1.66265, -0.52961, 1.56987], [-2.62425, -1.12668, -0.98936], [-0.18941, 1.14179, 0.76857], [0.56566, 1.18321, -1.41082], [-1.88638, -1.13574, 0.02192], [1.19245, -0.35358, 2.78824], [2.22775, -0.47997, -1.59546], [-3.90988, -1.43877, -1.14812], [-0.85966, 2.64514, -0.52622], [0.83490, 2.63732, 0.07973], [2.60343, -1.02070, 1.61066], [-2.35892, -0.69957, -1.99709], [-0.91416, 0.41533, 0.59689], [0.53696, 1.24387, -2.40987], [-2.27977, -1.54677, 0.90700], [0.33774, 0.19797, 2.98972], [1.75990, -0.71396, 3.63748], [2.37701, 0.00271, -2.52398], [2.78747, -1.25412, -1.47613], [-4.35359, -1.61711, -0.25838]], "forces_ev_per_angstrom": [[-2.9, 0.7, 0.7], [1.5, -1.6, 0.6], [0.8, 3.5, -0.1], [-0.3, 2.3, 0.0], [-0.8, 1.1, -1.7], [2.2, -4.4, 1.3], [0.5, -1.0, -0.1], [0.3, -0.6, 1.3], [0.1, -0.8, 3.3], [-2.1, 4.6, -3.0], [-1.3, -0.7, 2.1], [0.4, -0.8, -0.4], [-0.8, -0.1, -1.0], [0.6, -0.8, -0.9], [0.6, -0.5, 1.2], [0.2, 0.6, -0.1], [-0.4, 0.7, -0.2], [0.1, 0.5, -1.3], [1.0, -0.5, -0.4], [-1.6, 0.8, -2.2], [0.0, -1.3, 1.4], [0.9, -1.8, 1.3], [0.8, 0.1, -1.6]], "mulliken_charge": [0.228, 0.635, -0.438, -0.462, 0.179, -0.480, -0.178, -0.569, -0.338, -0.399, -0.456, 0.359, 0.298, 0.358, 0.270, 0.379, 0.218, 0.161, 0.268, 0.270, 0.213, 0.176, 0.310]}


{"formula": "C5H12NO", "method": "ωB97M-V/def2-TZVPD", "relative_energy_kj_mol": 15.7, "total_energy_ha": -327.69007, "total_charge": -1, "homo_lumo_gap_ha": 0.234, "elements": ["C", "O", "C", "C", "C", "C", "N", "H", "H", "H", "H", "H", "H", "H", "H", "H", "H", "H", "H"], "xyz": [[-2.01596, 0.09185, -1.16676], [-2.29712, -0.69730, -2.22365], [-0.46684, 0.09009, -0.78744], [-0.20628, -0.58784, 0.54921], [1.23756, -0.43618, 1.02587], [1.46255, 0.83980, 1.85112], [0.30495, -0.56465, -1.86423], [-2.54925, -0.23767, -0.24098], [-2.30053, 1.15935, -1.33899], [-0.11088, 1.12933, -0.68963], [-0.48399, -1.63256, 0.45163], [-0.88267, -0.13800, 1.27901], [1.88900, -0.46692, 0.16030], [1.57653, -1.27978, 1.63979], [0.94250, 1.71186, 1.46914], [2.51548, 1.12826, 1.86730], [1.13241, 0.65141, 2.87256], [-0.48109, -0.93616, -2.44334], [0.73365, 0.17510, -2.41090]], "forces_ev_per_angstrom": [[0.1, -0.4, -0.3], [0.1, 0.0, 0.0], [0.2, 0.3, -0.1], [0.1, 0.1, 0.0], [0.1, 0.1, 0.2], [0.3, -0.3, -0.1], [-0.3, 0.2, 0.1], [0.0, 0.2, 0.1], [0.0, 0.1, 0.2], [-0.1, 0.0, 0.0], [-0.1, -0.3, 0.0], [-0.1, 0.0, 0.2], [0.1, 0.1, -0.3], [-0.2, 0.0, 0.0], [-0.3, 0.0, -0.2], [0.1, -0.1, 0.2], [0.0, 0.2, 0.1], [0.1, 0.0, 0.0], [0.0, -0.2, -0.1]], "mulliken_charge": [-0.374, -0.947, 0.250, -0.938, -0.502, -1.200, -0.797, 0.195, 0.172, 0.268, 0.311, 0.394, 0.387, 0.278, 0.322, 0.355, 0.288, 0.301, 0.239]}


{"formula": "C5H12NO", "method": "ωB97M-V/def2-TZVPD", "relative_energy_kj_mol": 33.7, "total_energy_ha": -327.68322, "total_charge": -1, "homo_lumo_gap_ha": 0.273, "elements": ["C", "C", "N", "H", "H", "H", "H", "H", "C", "O", "C", "C", "H", "H", "H", "H", "H", "H", "H"], "xyz": [[-2.63927, -0.33256, -0.60839], [-2.66449, 0.95136, -0.19073], [-1.74170, 1.65394, 0.52473], [-1.81706, -1.00264, -0.40761], [-3.46029, -0.67962, -1.22031], [-3.51605, 1.56398, -0.50539], [-0.65039, 1.23410, 0.81729], [-2.16811, 2.39380, 1.04737], [1.13485, 0.59652, -0.21074], [0.57735, 0.83609, 1.02294], [1.44981, -0.88695, -0.41081], [2.42939, -1.40075, 0.63790], [2.09338, 1.14968, -0.35115], [0.49581, 0.94014, -1.05088], [1.88104, -1.04070, -1.41465], [0.51574, -1.45279, -0.39673], [2.92648, -2.32988, 0.34238], [1.94405, -1.54879, 1.60053], [3.20947, -0.64493, 0.77427]], "forces_ev_per_angstrom": [[-0.1, 0.2, -0.2], [0.2, 0.4, 0.2], [0.0, -0.7, -0.2], [0.1, 0.0, 0.1], [0.0, -0.1, -0.1], [-0.3, -0.2, 0.1], [-0.1, 0.1, 0.0], [0.1, 0.4, 0.0], [0.0, 0.1, 0.3], [-0.1, 0.1, -0.2], [0.2, -0.1, -0.5], [0.1, 0.1, 0.0], [0.0, 0.0, 0.0], [-0.1, -0.1, 0.1], [0.0, 0.1, 0.1], [0.0, 0.0, 0.1], [-0.1, -0.1, 0.0], [0.0, 0.1, 0.0], [0.0, -0.1, 0.1]], "mulliken_charge": [-0.823, -0.031, -0.446, 0.154, 0.244, 0.263, 0.366, 0.121, -0.621, -0.833, -0.077, -1.134, 0.276, 0.306, 0.273, 0.080, 0.364, 0.248, 0.271]}


{"formula": "C5H12NO", "method": "ωB97M-V/def2-TZVPD", "relative_energy_kj_mol": 308.9, "total_energy_ha": -327.57838, "total_charge": -1, "homo_lumo_gap_ha": 0.243, "elements": ["C", "O", "C", "C", "C", "C", "N", "H", "H", "H", "H", "H", "H", "H", "H", "H", "H", "H", "H"], "xyz": [[-1.74067, -0.25958, -1.42609], [-1.50175, -1.56870, -1.26388], [-0.25853, 1.08381, 0.03482], [0.71537, 0.15863, 0.85492], [0.05812, -1.00695, 1.61396], [1.77987, -0.33454, -0.17977], [0.37503, 1.97723, -0.80119], [-1.68616, 0.08798, -2.46155], [-2.50095, 0.28585, -0.88405], [-1.13081, 1.37388, 0.74517], [1.19951, 0.85826, 1.58717], [-0.85933, -0.58604, 2.10932], [0.68653, -1.46486, 2.47043], [-0.10776, -1.85652, 0.90558], [1.29292, -0.97621, -0.96491], [2.16942, 0.61294, -0.58219], [2.53390, -1.15009, 0.20000], [-0.64131, 0.24671, -0.81696], [-0.38341, 2.51820, -1.14078]], "forces_ev_per_angstrom": [[1.7, -4.4, 0.6], [-1.4, 2.5, -0.4], [1.5, 0.5, 0.5], [0.9, -0.2, -0.4], [0.2, -0.3, 0.8], [0.1, -1.6, 0.5], [0.0, -0.6, 1.8], [0.6, 0.6, -0.2], [-0.7, 0.0, 0.6], [0.6, -0.4, -1.4], [-0.2, -0.5, -0.5], [0.4, -0.9, -0.6], [-0.6, 1.0, -1.3], [-0.6, 0.8, 0.6], [0.0, 1.1, 0.4], [0.5, -0.9, -0.3], [-0.9, 2.0, 0.0], [-1.4, -0.1, -0.1], [-0.7, 1.2, -0.7]], "mulliken_charge": [-0.591, -0.746, 0.285, 0.274, -1.259, -1.240, -0.904, 0.274, 0.223, 0.331, 0.278, 0.313, 0.342, 0.247, 0.274, 0.426, 0.319, -0.001, 0.155]}


{"formula": "C5H12NO", "method": "ωB97M-V/def2-TZVPD", "relative_energy_kj_mol": 88.8, "total_energy_ha": -327.50030, "s2": 0.75, "total_charge": -2, "homo_lumo_gap_ha": [0.107, 0.245], "multiplicity": 2, "elements": ["C", "N", "C", "C", "C", "O", "C", "H", "H", "H", "H", "H", "H", "H", "H", "H", "H", "H", "H"], "xyz": [[0.88697, 0.01129, 2.47599], [1.05444, 0.36007, 1.04120], [0.06133, -0.13069, 0.04026], [-0.37097, 1.01730, -0.86537], [-1.73183, 0.65078, -1.62905], [-2.03013, -0.66899, -1.68219], [0.61945, -1.32225, -0.71293], [0.49335, 0.91131, 2.94484], [1.89592, -0.14170, 2.87421], [0.15544, -0.76576, 2.65909], [1.99058, 0.14269, 0.73050], [-0.75437, -0.50765, 0.65707], [-0.55120, 1.88785, -0.24051], [0.34645, 1.02878, -1.69088], [-2.57419, 1.22720, -1.15100], [-1.63481, 1.08855, -2.66564], [-0.16879, -1.60070, -1.37682], [0.87101, -2.15063, -0.04850], [1.44135, -1.03747, -1.36027]], "forces_ev_per_angstrom": [[0.6, 1.2, -1.5], [0.0, -0.1, -0.1], [1.0, 0.1, 1.5], [-1.5, -1.8, -0.7], [-0.3, -0.6, 0.1], [0.0, 0.2, -0.2], [-0.3, 0.2, 0.0], [-0.3, 0.0, 0.6], [-0.2, -0.4, 0.4], [0.1, -0.5, 0.2], [-0.1, -0.1, 0.1], [-0.4, 0.2, -0.3], [0.6, 0.4, -0.4], [0.5, 1.0, 0.4], [0.2, 0.2, 0.1], [0.0, 0.3, 0.2], [-0.7, -0.5, -0.5], [0.2, 0.1, 0.0], [0.7, 0.1, 0.1]], "lowdin_spin": [0.519, 0.012, 0.009, 0.014, 0.003, 0.003, 0.036, 0.099, 0.161, 0.067, 0.032, 0.006, 0.006, 0.001, 0.001, 0.000, 0.001, 0.026, 0.004]}


{"formula": "C5H12NO", "method": "ωB97M-V/def2-TZVPD", "relative_energy_kj_mol": 328.8, "total_energy_ha": -327.33435, "total_charge": 1, "homo_lumo_gap_ha": 0.305, "elements": ["C", "C", "C", "C", "N", "C", "H", "H", "H", "H", "H", "H", "H", "H", "H", "H", "H", "H", "O"], "xyz": [[-2.15912, 1.34895, 1.30171], [-2.01804, 0.86157, -0.10730], [-0.66232, 0.14778, -0.35588], [0.43236, 0.53415, -1.03530], [1.50281, -0.33469, -0.91380], [2.83029, -0.04889, -0.95550], [-1.40018, 0.85511, 2.00865], [-1.86214, 2.39586, 1.37543], [-3.18190, 1.43740, 1.85191], [-2.72461, -0.11289, -0.15610], [-2.21003, 1.52795, -0.90833], [-0.38631, -0.74829, 0.33813], [0.64122, 1.59038, -1.26425], [1.13523, -1.35823, -0.83969], [3.54209, -0.80268, -0.57606], [2.90685, 0.71995, -1.61954], [0.93594, -3.40450, 0.46685], [1.82259, -2.15521, 0.75089], [0.85526, -2.45373, 0.63816]], "forces_ev_per_angstrom": [[0.3, 1.4, 3.1], [0.0, -4.8, -0.1], [0.0, -0.6, 2.2], [-0.6, 1.6, 0.3], [3.2, -1.8, 0.0], [-4.9, -3.6, 0.6], [-1.4, 0.3, -0.9], [0.3, 0.2, -0.3], [1.5, -1.0, -1.5], [1.1, 2.3, -0.5], [-0.5, 0.7, -0.5], [-1.5, 1.2, -1.5], [-0.1, -0.7, -0.6], [1.0, 1.8, 1.1], [-0.3, 0.7, -0.7], [1.7, 2.9, -0.8], [-0.2, 0.0, 0.2], [-2.2, -0.9, 0.3], [2.6, 0.3, -0.2]], "mulliken_charge": [-1.006, -0.377, -0.490, -0.138, -0.192, -0.154, 0.290, 0.302, 0.304, 0.217, 0.441, 0.431, 0.340, 0.499, 0.231, 0.310, 0.326, 0.333, -0.667]}


{"formula": "C5H12NO", "method": "ωB97M-V/def2-TZVPD", "relative_energy_kj_mol": 100.6, "total_energy_ha": -327.42125, "total_charge": 1, "homo_lumo_gap_ha": 0.340, "elements": ["C", "C", "C", "C", "N", "C", "H", "H", "H", "H", "H", "H", "H", "H", "H", "H", "H", "H", "O"], "xyz": [[0.40372, -0.50753, 2.88867], [-0.79347, -0.74620, 1.94172], [-0.55605, -0.12477, 0.60142], [-0.67116, -0.80489, -0.52932], [-0.26913, -0.16069, -1.74095], [0.22077, -0.73713, -2.76900], [0.44403, -1.29585, 3.63011], [1.33745, -0.45828, 2.32892], [0.26046, 0.42639, 3.42225], [-1.05214, -1.79538, 1.82801], [-1.66128, -0.19031, 2.32186], [-0.22880, 0.91370, 0.62449], [-0.81114, -1.87159, -0.60941], [-0.04387, 0.84192, -1.61275], [0.26676, -1.81267, -2.71490], [0.43312, -0.14910, -3.64871], [1.44647, 2.56528, -2.49767], [0.69392, 3.30464, -1.40599], [0.58037, 2.60247, -2.05875]], "forces_ev_per_angstrom": [[-0.5, 0.0, -0.3], [-0.1, 0.8, -0.2], [0.0, -0.4, 0.6], [0.9, 0.2, -0.6], [1.2, 0.2, 0.8], [-1.1, -0.1, 0.3], [0.2, -0.1, 0.1], [0.1, -0.2, 0.2], [0.1, 0.2, 0.0], [0.0, 0.0, 0.1], [0.0, -0.4, 0.2], [-0.2, 0.0, -0.3], [-0.3, 0.0, 0.0], [-0.7, 0.3, -0.6], [0.0, -0.2, -0.5], [0.5, 0.0, 0.0], [-0.3, 0.1, 0.0], [-0.2, 0.0, 0.0], [0.5, -0.3, 0.0]], "mulliken_charge": [-1.111, -0.414, -0.398, -0.083, 0.119, -0.147, 0.327, 0.355, 0.320, 0.331, 0.284, 0.312, 0.351, 0.250, 0.253, 0.282, 0.338, 0.332, -0.703]}


| no. | F_max (eV Å⁻¹) |
| --- | --- |
| 1 | 3.930 |
| 2 | 0.884 |
| 3 | 4.611 |
| 4 | 5.855 |
| 5 | 0.470 |
| 6 | 0.769 |
| 7 | 4.721 |
| 8 | 2.445 |
| 9 | 6.044 |
| 10 | 1.450 |